Arrangement a

# C5H12N2S

A single C5H12N2S molecule (the ωB97M-V functional and the def2-TZVPD basis, the Open Molecules 2025 dataset).

As for the SMILES: CCSN(C)/C=N\C. As for the charge: 0. The calculation puts the HOMO energy at -8.62 eV. The calculation puts the HOMO-LUMO gap at 0.342 hartree.

Cartesian coordinates (Å):
C (1.618, 1.825, 0.219)
C (2.176, 0.360, 0.564)
S (1.471, -0.772, -0.483)
N (-0.209, -0.642, -0.128)
C (-0.957, -1.594, 0.943)
C (-1.032, 0.021, -1.128)
N (-2.156, 0.491, -0.827)
C (-2.572, 0.929, 0.600)
H (1.354, 1.853, -0.915)
H (0.653, 1.851, 0.966)
H (2.433, 2.566, 0.670)
H (3.171, -0.016, 0.376)
H (1.926, 0.077, 1.612)
H (-0.210, -1.216, 1.913)
H (-0.726, -2.610, 0.694)
H (-2.212, -1.304, 1.117)
H (-0.922, 0.135, -2.143)
H (-1.586, 1.107, 1.363)
H (-3.268, 1.911, 0.596)
H (-2.984, -0.190, 0.980)

Partial charges, Löwdin, in e: -0.15 -0.63 0.87 -0.48 -0.06 -0.31 -0.05 -0.14 0.08 0.09 0.09 0.04 0.07 0.13 0.03 0.10 0.08 0.10 0.10 0.06

=====

Arrangement b

# C5H12N2S

A single C5H12N2S molecule (the ωB97M-V functional and the def2-TZVPD basis, the Open Molecules 2025 dataset).

As for the SMILES: C/C(=N/N)SC(C)C. As for the charge: 0. The calculation puts the HOMO energy at -8.37 eV. The calculation puts the HOMO-LUMO gap at 0.337 hartree.

Cartesian coordinates (Å):
C (-0.833, 1.837, -0.022)
C (-1.375, 0.460, -0.324)
N (-2.572, 0.185, 0.043)
N (-3.101, -1.026, -0.261)
S (-0.354, -0.664, -1.256)
C (1.253, -0.774, -0.358)
C (1.058, -1.006, 1.149)
C (2.207, 0.363, -0.653)
H (-1.668, 2.497, 0.297)
H (-0.071, 1.820, 0.775)
H (-0.412, 2.311, -0.930)
H (-3.843, -1.249, 0.380)
H (-2.430, -1.801, -0.353)
H (1.706, -1.681, -0.793)
H (2.023, -1.239, 1.612)
H (0.631, -0.114, 1.603)
H (0.385, -1.852, 1.310)
H (3.231, 0.116, -0.265)
H (1.875, 1.306, -0.219)
H (2.287, 0.513, -1.735)

Partial charges, Löwdin, in e: -0.11 -0.67 -0.06 -0.03 0.93 -0.68 -0.12 -0.14 0.08 0.06 0.08 0.07 0.05 0.09 0.08 0.06 0.07 0.09 0.06 0.07

=====

So which one wins? Going from most stable to least: arrangement b, arrangement a.

=====

Arrangement a

# C20H22N4O2

A single C20H22N4O2 molecule (the ωB97M-V functional and the def2-TZVPD basis, the Open Molecules 2025 dataset).

As for the SMILES: C=CCN(CC=C)c1nc2ccccc2nc1[C@@H](C#N)C(=O)OC(C)C. As for the charge: 0. The calculation puts the HOMO energy at -8.24 eV. The calculation puts the HOMO-LUMO gap at 0.298 hartree.

Cartesian coordinates (Å):
C (-1.628, -3.286, 1.916)
C (-1.791, -3.469, 0.619)
C (-2.120, -2.387, -0.374)
N (-2.333, -1.089, 0.222)
C (-3.703, -0.818, 0.607)
C (-4.608, -0.437, -0.530)
C (-4.232, -0.204, -1.773)
C (-1.477, -0.037, 0.149)
N (-2.010, 1.155, 0.363)
C (-1.256, 2.259, 0.239)
C (-1.817, 3.534, 0.448)
C (-1.051, 4.649, 0.248)
C (0.291, 4.545, -0.154)
C (0.870, 3.320, -0.345)
C (0.107, 2.159, -0.139)
N (0.673, 0.936, -0.224)
C (-0.055, -0.130, -0.064)
C (0.751, -1.422, 0.004)
C (0.947, -1.958, -1.317)
N (1.071, -2.378, -2.374)
C (2.091, -1.050, 0.663)
O (2.211, -0.961, 1.855)
O (3.031, -0.858, -0.236)
C (4.314, -0.386, 0.216)
C (5.355, -0.945, -0.742)
C (4.295, 1.138, 0.232)
H (-1.395, -4.100, 2.580)
H (-1.717, -2.311, 2.370)
H (-1.695, -4.452, 0.179)
H (-3.042, -2.672, -0.897)
H (-1.340, -2.341, -1.141)
H (-3.693, 0.004, 1.328)
H (-4.095, -1.712, 1.103)
H (-5.649, -0.350, -0.245)
H (-4.939, 0.077, -2.534)
H (-3.204, -0.269, -2.086)
H (-2.854, 3.597, 0.741)
H (-1.479, 5.630, 0.396)
H (0.866, 5.446, -0.309)
H (1.900, 3.216, -0.648)
H (0.250, -2.154, 0.646)
H (4.475, -0.768, 1.232)
H (5.150, -0.596, -1.751)
H (6.345, -0.614, -0.443)
H (5.328, -2.031, -0.740)
H (5.250, 1.517, 0.584)
H (3.506, 1.490, 0.893)
H (4.105, 1.512, -0.771)

Partial charges, Löwdin, in e: 0.01 -0.15 -0.17 -0.09 -0.18 -0.15 0.01 -0.20 0.19 -0.20 -0.01 -0.08 -0.08 -0.01 -0.20 0.21 -0.12 -0.13 -0.19 0.19 -0.48 0.14 0.02 -0.38 -0.03 -0.03 0.06 0.07 0.11 0.13 0.10 0.12 0.13 0.10 0.05 0.06 0.11 0.10 0.10 0.11 0.13 0.15 0.09 0.08 0.08 0.08 0.08 0.08

=====

Arrangement b

# C20H22N4O2

A single C20H22N4O2 molecule (the ωB97M-V functional and the def2-TZVPD basis, the Open Molecules 2025 dataset).

As for the SMILES: C=C(CN1CCN(C2=Cc3ccccc3Cn3ccnc32)CC1)C(=O)O. As for the charge: 0. The calculation puts the HOMO energy at -8.45 eV. The calculation puts the HOMO-LUMO gap at 0.316 hartree.

Cartesian coordinates (Å):
C (4.115, -4.374, 1.529)
C (4.333, -3.158, 1.024)
C (3.853, -2.001, 1.883)
N (3.105, -1.134, 0.974)
C (1.890, -1.768, 0.385)
C (1.169, -0.866, -0.558)
N (1.000, 0.443, -0.006)
C (-0.341, 0.801, 0.401)
C (-1.150, 1.640, -0.432)
C (-2.627, 1.975, -0.214)
C (-3.449, 1.906, -1.333)
C (-4.815, 2.098, -1.239)
C (-5.433, 2.330, -0.066)
C (-4.676, 2.316, 1.089)
C (-3.218, 2.166, 1.017)
C (-2.384, 2.120, 2.276)
N (-2.039, 0.690, 2.406)
C (-2.216, -0.112, 3.528)
C (-1.399, -1.153, 3.226)
N (-0.766, -0.972, 1.960)
C (-0.967, 0.253, 1.582)
C (2.167, 1.047, 0.557)
C (2.939, 0.210, 1.512)
C (4.869, -3.016, -0.349)
O (5.185, -4.004, -0.967)
O (4.941, -1.797, -0.845)
H (3.839, -4.487, 2.610)
H (4.233, -5.361, 0.960)
H (4.696, -1.627, 2.311)
H (3.175, -2.446, 2.649)
H (1.276, -1.998, 1.147)
H (1.916, -2.801, 0.111)
H (0.238, -1.435, -0.755)
H (1.714, -0.794, -1.605)
H (-0.584, 1.803, -1.332)
H (-2.946, 1.574, -2.294)
H (-5.413, 2.098, -2.109)
H (-6.456, 2.572, -0.039)
H (-5.095, 2.452, 2.043)
H (-1.529, 2.773, 2.199)
H (-2.984, 2.488, 3.073)
H (-2.793, 0.056, 4.435)
H (-1.408, -1.980, 3.925)
H (1.981, 1.951, 1.064)
H (2.814, 1.210, -0.280)
H (3.887, 0.695, 1.623)
H (2.542, 0.090, 2.559)
H (4.404, -1.357, -0.134)

Partial charges, Löwdin, in e: 0.09 -0.22 -0.14 -0.17 -0.15 -0.16 -0.11 -0.13 0.10 -0.17 -0.03 -0.10 -0.10 0.01 -0.13 -0.08 -0.02 -0.06 -0.12 0.12 -0.24 -0.16 -0.16 -0.54 0.09 0.12 0.09 0.11 0.10 0.13 0.06 0.13 0.14 0.16 0.11 0.14 0.10 0.10 0.09 0.13 0.11 0.12 0.09 0.12 0.12 0.12 0.14 0.07

=====

So which one wins? Going from most stable to least: arrangement a, arrangement b.

=====

Arrangement a

# C3H7O3P

A molecular structure, C3H7O3P (the ωB97M-V functional and the def2-TZVPD basis, the Open Molecules 2025 dataset).

As for the charge: 0. The calculation puts the HOMO energy at -9.23 eV. The calculation puts the HOMO-LUMO gap at 0.347 hartree.

Cartesian coordinates (Å):
C (0.868, -3.140, -0.664)
C (0.336, 1.715, 0.271)
C (-0.733, 0.713, 0.249)
O (1.527, -3.287, -1.576)
O (1.570, 1.062, 0.764)
O (-1.682, 0.958, -0.807)
P (-0.001, -1.066, -0.229)
H (0.702, 2.037, -0.658)
H (0.037, 2.539, 0.966)
H (-1.231, 0.967, 1.243)
H (1.893, 0.447, 0.056)
H (-2.393, 0.327, -0.771)
H (-1.096, -1.937, 0.055)
H (0.203, -1.334, 1.100)

Partial charges, Löwdin, in e: -0.21 -0.25 -0.55 0.04 -0.16 -0.12 0.88 0.10 0.14 0.14 0.06 0.06 -0.06 -0.07

=====

Arrangement b

# C3H7O3P

2 unconnected molecules or ions with the total composition C3H7O3P (the ωB97M-V functional and the def2-TZVPD basis, the Open Molecules 2025 dataset).

As for the SMILES: CCOC#P.OO. As for the charge: 0. The calculation puts the HOMO energy at -8.70 eV. The calculation puts the HOMO-LUMO gap at 0.349 hartree.

Cartesian coordinates (Å):
C (-0.562, -1.149, 0.754)
C (0.912, -0.862, 0.348)
O (1.320, -1.197, -1.005)
C (0.936, -0.291, -1.870)
P (0.799, 0.693, -3.089)
H (-1.243, -0.589, 0.151)
H (-0.838, -2.197, 0.697)
H (-0.670, -0.648, 1.769)
H (1.653, -1.501, 0.946)
H (0.993, 0.355, 0.514)
O (-2.452, 3.368, -0.753)
O (-1.603, 4.339, -1.255)
H (-3.200, 3.841, -0.247)
H (-1.824, 4.425, -2.169)

Partial charges, Löwdin, in e: -0.09 -0.24 -0.16 -0.77 0.76 0.05 0.07 0.10 0.14 0.16 -0.12 -0.09 0.13 0.07

=====

So which one wins? Going from most stable to least: arrangement a, arrangement b.

=====

Arrangement a

# C2H4N2S2

A single C2H4N2S2 molecule (the ωB97M-V functional and the def2-TZVPD basis, the Open Molecules 2025 dataset).

As for the SMILES: C=NS/C=N\S. As for the charge: 0. The calculation puts the HOMO energy at -8.73 eV. The calculation puts the HOMO-LUMO gap at 0.327 hartree.

Cartesian coordinates (Å):
C (-1.760, 1.154, 1.417)
N (-1.212, 0.716, 0.346)
S (0.392, 0.002, 0.709)
C (0.464, -0.556, -1.011)
N (1.174, -1.160, -1.893)
S (2.922, -1.185, -1.699)
H (-1.488, 1.135, 2.519)
H (-2.877, 1.381, 1.393)
H (-0.349, 0.022, -1.572)
H (2.734, -1.509, -0.210)

Partial charges, Löwdin, in e: -0.20 -0.32 0.82 -0.65 -0.45 0.61 0.08 0.09 0.08 -0.06

=====

Arrangement b

# C2H4N2S2

A single C2H4N2S2 molecule (the ωB97M-V functional and the def2-TZVPD basis, the Open Molecules 2025 dataset).

As for the SMILES: NN(C=S)C=S. As for the charge: 0. The calculation puts the HOMO energy at -9.14 eV. The calculation puts the HOMO-LUMO gap at 0.298 hartree.

Cartesian coordinates (Å):
N (1.208, -0.673, 0.280)
N (-0.068, -0.028, -0.024)
C (-0.922, 0.202, 0.972)
S (-0.746, -0.140, 2.556)
C (-0.343, 0.325, -1.296)
S (0.712, 0.202, -2.557)
H (1.484, -0.377, 1.272)
H (1.855, -0.108, -0.277)
H (-1.838, 0.547, 0.551)
H (-1.356, 0.676, -1.384)

Partial charges, Löwdin, in e: 0.08 -0.31 -0.69 0.68 -0.65 0.66 0.07 0.03 0.06 0.07

=====

So which one wins? Going from most stable to least: arrangement b, arrangement a.